DFT (ωB97M-V/def2-TZVPD) results for a structure of composition C6H14Cl2HfIO2P2S2.

Computed properties:
E_HOMO ... -17.77 eV
Lowest unoccupied orbital energy ... -0.458 Eh
Molar mass ... 620.56 g/mol
Net charge ... +3

CARTESIAN COORDINATES (ANGSTROEM)
C  3.15017  -2.02083  1.98849
C  2.43870  -1.64069  0.69398
Cl  3.14242  -2.35731  -0.68608
C  1.37572  -0.78562  0.58346
Cl  0.82525  -0.11732  2.08889
P  0.44363  -0.18110  -1.15092
S  -0.33940  0.56565  -3.10483
I  2.63390  1.06390  -1.63844
C  -1.19196  -0.95898  -0.60580
C  -2.42366  -0.04945  -0.58367
C  -2.72365  0.42008  0.84851
S  -3.07463  2.20116  0.98668
P  -0.34403  2.17261  -0.00875
O  0.79189  3.06690  0.56872
O  -0.91082  2.93350  -1.25848
H  4.08777  -1.48053  2.12820
H  2.51626  -1.94452  2.91086
H  3.44202  -3.08868  1.87540
H  0.89095  -1.34051  -1.79055
H  -0.30278  -0.61051  -3.74776
H  -1.34976  -1.78967  -1.29464
H  -1.08192  -1.40922  0.38442
H  -2.36321  0.80721  -1.25456
H  -3.27841  -0.61677  -0.94961
H  -3.59395  -0.06278  1.28779
H  -1.86958  0.22146  1.49055
H  -2.55237  2.64859  -0.15107
H  0.91543  3.97135  0.22728
H  -0.33581  3.54454  -1.75527
Hf  1.08183  -3.16245  1.91721

Force components x, y, z for each atom (eV/Å):
-0.40 -0.45 -0.96
0.00 0.19 0.27
0.05 -0.24 -0.10
-0.09 0.01 -0.32
-0.01 0.00 0.28
0.34 -2.27 -1.73
-0.19 0.49 0.26
-0.32 0.25 0.54
-0.39 0.59 0.32
-0.31 -0.29 0.56
-0.15 0.25 -0.28
0.95 0.30 0.64
-0.28 0.93 0.35
-0.25 0.03 0.17
0.50 0.09 -0.27
-0.03 0.08 0.37
0.45 0.54 0.39
0.31 -0.10 0.22
0.34 -0.04 0.21
0.03 -0.21 0.18
0.30 0.17 -0.36
0.10 0.01 0.07
0.24 -0.19 -0.27
-0.02 0.01 -0.10
-0.03 -0.10 -0.06
-0.09 0.01 0.20
-0.88 -0.13 -0.50
0.20 0.13 0.30
-0.25 0.11 -0.20
-0.12 -0.15 -0.18